ORCA calculation (ωB97M-V with the def2-TZVPD basis set) on a gas-phase ion, C4H12N2 (charge +2).

Output
- orbital gap (Ha) = 0.4124
- SMILES = C=[NH+]CCC[NH3+]
- energy above the lowest of the compared OMol25 structures with the same formula, charge and spin (eV) = 2.059
- lowest unoccupied orbital energy (Eh) = -0.33333
- highest occupied orbital energy (eV) = -20.293

The geometry in ORCA input format:
```
! wB97M-V def2-TZVPD RIJCOSX def2/J DEFGRID3
* xyz 2 1
C 0.9482 -1.3022 0.1602
C 0.0914 0.0033 -0.1633
C -1.4130 -0.1298 0.1662
C -1.5701 2.4018 0.0246
N -2.1509 1.1538 -0.0006
N 2.5078 -1.2141 -0.0576
H 0.6257 -2.2394 -0.4068
H 0.9447 -1.6912 1.2432
H 0.2514 0.0875 -1.3692
H 0.5704 0.9225 0.3546
H -1.6040 -0.3898 1.2641
H -1.8968 -0.8093 -0.6205
H -0.6035 2.5066 0.3761
H -2.1373 3.0701 -0.5497
H -3.2073 1.0840 -0.2352
H 2.8768 -1.1735 -1.0090
H 2.9467 -0.2637 0.3471
H 2.8196 -2.0168 0.4759
*
```

Mulliken atomic charge list, values in e, 8 entries: -0.79 -0.39 -0.39 -0.16 -0.04 -0.38 0.38 0.36

ORCA calculation (ωB97M-V with the def2-TZVPD basis set) on 2 unconnected molecules or ions with the total composition C4H8O.

Output
- orbital gap (Ha) = 0.3966
- SMILES = CC=O.C=C
- energy above the lowest of the compared OMol25 structures with the same formula, charge and spin (eV) = 2.389
- lowest unoccupied orbital energy (Eh) = 0.04137
- highest occupied orbital energy (eV) = -9.665

The geometry in ORCA input format:
```
! wB97M-V def2-TZVPD RIJCOSX def2/J DEFGRID3
* xyz 0 1
C 4.1578 2.6017 1.1746
C 5.3494 2.3190 1.7558
H 3.4264 1.8072 1.2656
H 3.7905 3.6142 1.0891
H 5.3614 1.4934 2.4485
H 6.1430 2.9974 1.4594
O -5.6544 -1.7295 -1.8793
C -4.4500 -1.6097 -1.8203
C -3.6208 -2.5050 -0.9537
H -4.0750 -0.7139 -2.3479
H -2.6001 -2.1590 -0.8038
H -4.0631 -2.6333 0.0390
H -3.7652 -3.4825 -1.4271
*
```

Mulliken atomic charge list, values in e, 8 entries: -0.53 -0.44 0.23 0.25 0.24 0.25 -0.47 0.08

ORCA calculation (ωB97M-V with the def2-TZVPD basis set) on a molecular structure, C41H103NO22.

Output
- orbital gap (Ha) = 0.2957
- energy above the lowest of the compared OMol25 structures with the same formula, charge and spin (eV) = 36.839
- lowest unoccupied orbital energy (Eh) = -0.00505
- highest occupied orbital energy (eV) = -8.184

The geometry in ORCA input format:
```
! wB97M-V def2-TZVPD RIJCOSX def2/J DEFGRID3
* xyz 0 1
C 5.7240 3.8303 26.1119
N 4.4391 3.3302 26.6474
O 3.5495 3.0469 25.8457
O 4.3705 2.9725 27.8001
H 6.4760 3.1470 26.5066
H 5.8507 4.7789 26.6336
H 5.6515 3.8693 25.0250
C 3.7618 10.7165 26.2563
O 2.7372 11.5715 26.6639
C 2.8552 12.9078 26.1245
C 1.7599 13.8495 26.6340
O 0.5839 13.3096 26.0078
C -0.5496 14.1329 26.0658
H 3.6286 9.7798 26.7975
H 4.6988 11.1719 26.5767
H 3.8547 10.4066 25.2154
H 2.6184 12.7589 25.0710
H 3.8014 13.3808 26.3870
H 1.9632 14.8764 26.3304
H 1.6578 13.7896 27.7176
H -1.4220 13.5848 25.7099
H -0.4349 15.0794 25.5374
H -0.8268 14.4854 27.0592
C 3.6139 11.3825 22.0606
O 2.6897 10.4082 22.5599
C 2.6372 9.1820 21.8694
C 1.5405 8.3106 22.4280
O 1.5253 7.9496 23.7974
C 1.5386 9.0287 24.6889
H 3.0305 11.7473 21.2152
H 4.6186 11.0198 21.8436
H 3.7840 12.3249 22.5813
H 3.6328 8.7782 22.0536
H 2.5129 9.3126 20.7944
H 1.4720 7.3988 21.8348
H 0.6034 8.7594 22.0987
H 2.4437 9.6340 24.6402
H 1.3362 8.7652 25.7271
H 0.7160 9.6672 24.3667
C 9.1739 7.6220 24.2859
O 8.8421 8.9665 23.9885
C 7.3892 9.1480 24.1716
C 7.0518 10.5648 23.6334
O 7.1638 10.4980 22.2624
C 6.8525 11.7055 21.6200
H 8.3956 6.9415 23.9406
H 9.3380 7.4300 25.3462
H 10.1290 7.3036 23.8681
H 7.0762 9.0119 25.2068
H 6.8629 8.4537 23.5166
H 7.6752 11.3397 24.0793
H 5.9853 10.7632 23.7392
H 6.8990 11.5802 20.5382
H 7.5377 12.5012 21.9120
H 5.8556 12.1096 21.7966
C 6.2442 4.3777 28.9950
O 5.4229 5.3096 29.7038
C 6.0848 6.0426 30.7291
C 6.4148 5.3206 32.0345
O 5.1859 4.7329 32.4885
C 4.9307 3.4275 32.0825
H 6.6536 3.7700 29.8019
H 7.0159 4.9630 28.4949
H 5.7043 3.7541 28.2824
H 5.4015 6.8740 30.9019
H 7.0518 6.3697 30.3468
H 6.7281 5.9934 32.8328
H 7.2188 4.6224 31.8017
H 5.8253 2.8051 32.1009
H 4.6987 3.4795 31.0187
H 4.0865 2.9819 32.6087
C 6.0569 9.9970 30.4231
O 5.3460 8.9034 29.8459
C 6.1564 8.2600 28.8656
C 6.0650 8.8561 27.4098
O 7.0648 8.2631 26.5185
C 6.9229 6.9529 25.9775
H 6.3609 10.7685 29.7157
H 6.8504 9.5809 31.0438
H 5.4411 10.5328 31.1455
H 5.8495 7.2179 28.9548
H 7.2240 8.2594 29.0857
H 6.2126 9.9357 27.4369
H 5.0518 8.6636 27.0569
H 7.9038 6.7784 25.5356
H 6.2004 6.8208 25.1721
H 6.7666 6.2592 26.8037
C 4.6980 5.8074 27.8484
O 4.9678 5.7621 26.4312
C 3.8338 6.1147 25.6258
C 3.6676 7.6386 25.4054
O 4.5526 8.1432 24.4096
C 4.8620 9.5267 24.4789
H 5.5302 5.4448 28.4519
H 3.7182 5.4146 28.1203
H 4.7475 6.8794 28.0389
H 2.9219 5.6427 25.9914
H 4.0113 5.5881 24.6881
H 3.7132 8.1134 26.3856
H 2.6289 7.8219 25.1304
H 5.6313 9.8500 23.7777
H 5.3014 9.7206 25.4574
H 3.9926 10.1410 24.2442
C 5.1059 0.8682 22.6583
O 5.0751 1.9632 21.7431
C 3.8971 2.0096 20.9483
C 3.4771 3.5128 20.9232
O 2.9702 4.1038 22.1645
C 4.0343 4.4288 23.1258
H 4.3424 0.8864 23.4360
H 6.1069 0.9379 23.0842
H 5.0188 -0.1052 22.1757
H 3.0586 1.3466 21.1614
H 4.3021 1.6557 20.0003
H 2.6434 3.6313 20.2311
H 4.2719 4.1153 20.4834
H 4.4114 3.5311 23.6157
H 3.7699 5.1176 23.9280
H 4.9652 4.8652 22.7637
C 2.9906 5.1352 32.8209
O 2.0386 5.9782 32.1553
C 2.6506 6.4546 30.9446
C 1.8554 7.6180 30.3065
O 2.1469 7.7147 28.8908
C 3.4446 8.3114 28.7177
H 3.9660 5.5853 33.0049
H 3.0570 4.1850 32.2909
H 2.6279 4.7633 33.7792
H 2.6412 5.6050 30.2618
H 3.6964 6.7490 31.0327
H 1.9739 8.5114 30.9195
H 0.7848 7.4262 30.3776
H 3.4154 8.9731 27.8520
H 4.2578 7.5930 28.6148
H 3.6871 8.9864 29.5385
C 1.8439 3.6050 26.6954
O 1.0266 4.7148 26.7868
C 1.0573 5.2871 28.1374
C 0.0100 6.3459 28.3780
O 0.0904 7.5342 27.5367
C 0.2266 7.3673 26.1078
H 1.6644 3.0439 25.7784
H 1.8239 2.9391 27.5581
H 2.8000 4.0858 26.4883
H 2.0326 5.7269 28.3458
H 0.8388 4.5143 28.8744
H 0.0926 6.8601 29.3355
H -1.0125 5.9950 28.2380
H 0.0589 8.3134 25.5931
H -0.5042 6.6288 25.7780
H 1.1825 6.9773 25.7582
C 3.1888 5.9984 20.5478
O 3.8693 7.0504 21.2475
C 4.9999 6.4993 21.9884
C 5.9124 7.6246 22.5917
O 6.7614 8.3158 21.6748
C 6.1313 9.2332 20.8173
H 2.4889 6.3497 19.7895
H 2.7977 5.2482 21.2351
H 3.9229 5.5778 19.8605
H 5.5247 5.8056 21.3316
H 4.6945 5.8909 22.8396
H 6.5504 7.0726 23.2818
H 5.3112 8.2960 23.2050
H 5.8874 10.0347 21.5146
H 5.3548 8.7084 20.2607
H 6.9062 9.4993 20.0985
*
```

Mulliken atomic charge list, values in e, 8 entries: -0.74 1.37 -0.71 -0.71 0.51 0.43 0.51 0.00

ORCA calculation (ωB97M-V with the def2-TZVPD basis set) on a molecular structure, C27H20CdN4O9.

Output
- orbital gap (Ha) = 0.2643
- lowest unoccupied orbital energy (Eh) = 0.14069
- highest occupied orbital energy (eV) = -3.364

The geometry in ORCA input format:
```
! wB97M-V def2-TZVPD RIJCOSX def2/J DEFGRID3
* xyz -2 1
Cd -0.4631 0.0338 -0.3192
O 0.7259 5.8892 3.5383
C 1.5734 5.4045 2.7863
O 2.6860 5.8123 2.4476
C 1.1803 3.9953 2.1676
C 2.1176 3.2605 1.4544
C 1.7643 2.0145 0.9403
N 0.5505 1.4985 1.1211
C -0.3579 2.1840 1.8240
C -0.0754 3.4345 2.3666
C -1.6253 1.4750 2.0502
C -2.7857 2.1057 2.4994
C -3.8764 1.3239 2.8344
C -3.7930 -0.0524 2.6760
C -2.6343 -0.5820 2.1279
N -1.5772 0.1545 1.8416
C 2.7391 1.1680 0.2330
C 3.7813 1.7329 -0.5056
C 4.7458 0.9033 -1.0440
C 4.6377 -0.4639 -0.8362
C 3.5337 -0.9343 -0.1448
N 2.6105 -0.1526 0.3888
H 3.1061 3.6783 1.3310
H -0.7905 3.9819 2.9631
H -2.8275 3.1804 2.5849
H -4.7794 1.7844 3.2139
H -4.6132 -0.6954 2.9588
H -2.5446 -1.6388 1.9136
H 3.8155 2.8013 -0.6590
H 5.5719 1.3179 -1.6064
H 5.3766 -1.1510 -1.2192
H 3.4014 -2.0006 -0.0029
O -2.7704 6.0283 -3.7241
C -3.3820 4.9629 -3.5923
O -4.4848 4.6120 -4.0196
C -2.6248 3.8648 -2.7423
C -1.3790 4.1080 -2.1701
C -0.7474 3.0965 -1.4688
N -1.2834 1.8884 -1.2952
C -2.4920 1.6513 -1.8176
C -3.1838 2.6091 -2.5468
C -3.1008 0.2681 -1.5669
O -4.1843 0.0028 -2.0750
O -2.4366 -0.5157 -0.8162
H -0.9360 5.0868 -2.2919
H 0.2282 3.2528 -1.0150
H -4.1532 2.3876 -2.9682
C 1.2093 -4.1762 -0.4621
C 0.3157 -2.9654 -0.7424
C -1.0901 -3.4008 -1.1539
O 0.1887 -2.1724 0.4469
C 0.9199 -2.1095 -1.9167
O 1.4961 -2.7098 -2.8172
O 0.7762 -0.8591 -1.8258
H 0.7444 -4.8304 0.2732
H 2.1803 -3.8618 -0.0795
H 1.3778 -4.7252 -1.3840
H -1.4632 -4.1844 -0.4946
H -1.0807 -3.7671 -2.1766
H -1.7617 -2.5433 -1.0972
H 1.0588 -1.7872 0.6373
*
```

Mulliken atomic charge list, values in e, 8 entries: 2.99 -0.73 0.51 -0.73 -0.54 -0.86 0.59 -0.26

ORCA calculation (ωB97M-V with the def2-TZVPD basis set) on 8 unconnected molecules or ions with the total composition C22H34Cl12N2.

Output
- orbital gap (Ha) = 0.3598
- SMILES = c1ccncc1.c1ccncc1.ClCCCl.ClCCCl.ClCCCl.ClCCCl.ClCCCl.ClCCCl
- energy above the lowest of the compared OMol25 structures with the same formula, charge and spin (eV) = 0.706
- lowest unoccupied orbital energy (Eh) = 0.01463
- highest occupied orbital energy (eV) = -9.392

The geometry in ORCA input format:
```
! wB97M-V def2-TZVPD RIJCOSX def2/J DEFGRID3
* xyz 0 1
Cl 2.0953 -4.3398 3.1212
C 2.7622 -3.9853 1.4728
C 2.4723 -2.5208 1.1436
Cl 3.0433 -2.0950 -0.4387
H 2.2385 -4.6650 0.7975
H 3.7860 -4.3481 1.4829
H 3.0883 -1.9762 1.8597
H 1.4161 -2.3625 1.3408
Cl 3.1354 6.9371 -1.2640
C 2.0524 5.6466 -1.9270
C 2.7442 4.2900 -1.9284
Cl 3.1602 3.8077 -0.2743
H 1.7810 5.9693 -2.9300
H 1.1466 5.6417 -1.3273
H 3.5646 4.2544 -2.6330
H 1.9101 3.6316 -2.1809
Cl -3.1985 -2.5782 -3.6047
C -4.6558 -1.7579 -4.1900
C -4.7168 -0.3359 -3.6793
Cl -3.4644 0.6373 -4.4249
H -5.4821 -2.3727 -3.8282
H -4.6774 -1.8827 -5.2702
H -4.5754 -0.3318 -2.6005
H -5.6530 0.1564 -3.9354
Cl -5.4727 -3.4103 -0.9333
C -5.5309 -2.1817 0.3207
C -4.3673 -2.3327 1.2836
Cl -4.3138 -0.9024 2.3466
H -6.5046 -2.2044 0.8011
H -5.4253 -1.2120 -0.1646
H -3.4033 -2.3520 0.7810
H -4.4244 -3.2362 1.8867
Cl 2.9682 0.8107 2.4859
C 2.9956 0.6151 4.2660
C 2.1794 -0.5841 4.6910
Cl 2.0604 -0.5961 6.4561
H 2.6532 1.5513 4.6907
H 4.0327 0.4250 4.5401
H 2.4915 -1.5787 4.3829
H 1.1661 -0.4662 4.2961
Cl 2.7443 1.7108 -4.5455
C 3.9352 1.0926 -5.7514
C 3.2190 0.4930 -6.9506
Cl 2.4956 1.7411 -7.9622
H 4.5648 0.3694 -5.2351
H 4.6088 1.9030 -6.0198
H 2.5016 -0.2598 -6.6404
H 4.0047 -0.0121 -7.5163
N -0.5149 -0.9240 0.3057
C 0.2053 0.2063 0.2434
C 0.6992 0.6780 -0.9500
C 0.2956 0.0851 -2.1394
C -0.4999 -1.0367 -2.0886
C -0.9390 -1.4886 -0.8195
H 0.3538 0.7005 1.1930
H 1.2972 1.5816 -0.9686
H 0.7321 0.4476 -3.0601
H -0.7563 -1.6688 -2.9240
H -1.4899 -2.4194 -0.8059
N -0.4648 2.2642 5.0594
C -0.7125 1.6106 6.2183
C -1.2077 0.3208 6.2445
C -1.6154 -0.2629 5.0593
C -1.4716 0.4220 3.8751
C -0.8742 1.6780 3.9312
H -0.3365 2.1670 7.0671
H -1.3283 -0.2009 7.1848
H -2.0534 -1.2541 5.0747
H -1.8980 0.0482 2.9558
H -0.5727 2.2420 3.0531
*
```

Mulliken atomic charge list, values in e, 8 entries: -0.22 -0.53 0.07 -0.17 0.35 0.34 -0.01 0.17

ORCA calculation (ωB97M-V with the def2-TZVPD basis set) on 2 unconnected molecules or ions with the total composition C9H14.

Output
- orbital gap (Ha) = 0.3600
- SMILES = Cc1ccccc1.CC
- energy above the lowest of the compared OMol25 structures with the same formula, charge and spin (eV) = 0.895
- lowest unoccupied orbital energy (Eh) = 0.03474
- highest occupied orbital energy (eV) = -8.850

The geometry in ORCA input format:
```
! wB97M-V def2-TZVPD RIJCOSX def2/J DEFGRID3
* xyz 0 1
C 0.6471 0.9051 0.4289
C -3.1687 -0.6521 -0.7539
C -3.0321 0.6849 -0.3779
C -2.0084 -1.2978 -1.1300
C -1.7824 1.1999 -0.0621
C -0.7492 -0.8425 -0.7602
C -0.6388 0.3963 -0.1365
H -4.1242 -1.1337 -0.6525
H -3.8882 1.3429 -0.2963
H -2.0515 -2.2716 -1.6069
H -1.6808 2.2172 0.2802
H 0.1007 -1.5024 -0.8634
H 1.3325 0.1971 0.8502
H 0.4113 1.6662 1.1860
H 1.1191 1.6315 -0.2475
C 4.2783 -0.6752 0.4109
C 3.6974 0.1350 1.5924
H 4.6481 -0.0918 -0.4337
H 5.1258 -1.2651 0.7691
H 3.5676 -1.4097 0.0300
H 2.9989 0.8674 1.2340
H 4.5256 0.5851 2.1292
H 3.1772 -0.6732 2.1077
*
```

Mulliken atomic charge list, values in e, 8 entries: -1.20 -0.63 -0.33 -0.30 -0.62 -0.49 0.79 0.39